(1)
Formula: C2H3N2O3
Source: OMol25
Level of theory: ωB97M-V with the def2-TZVPD basis set

Properties
net charge	-1
highest occupied orbital energy	-0.130	Ha
calculated total energy	-11242.8826	eV
frontier orbital gap	0.265	hartree
2S+1	1
relative energy (zero: lowest compared OMol25 entry of this formula, charge and spin)	401.25	kJ/mol

Positions of all 10 atoms, in Å:
C -0.68459 -0.16507 -0.65697
C -0.75161 1.05051 -1.02199
N 0.49356 -0.83246 -0.08558
N 0.36827 -2.12587 -0.09420
O 1.28272 -2.74135 0.47724
O 0.62183 1.38611 1.56137
O -0.78414 2.03995 -1.64546
H -1.62016 -0.64456 -0.56620
H 1.23820 0.78625 1.09953
H -0.16408 1.24650 0.93227

Atomic partial charges in e from the Mulliken method, atoms 1 to 6: -0.729, 0.828, 0.011, -0.434, -0.568, -0.715

***

(2)
Formula: C2H3N2O3S
Source: OMol25
Level of theory: ωB97M-V with the def2-TZVPD basis set

Properties
net charge	-1
highest occupied orbital energy (alpha / beta)	-0.141 / -0.170	Ha
calculated total energy	-22079.7048	eV
frontier orbital gap (alpha / beta)	0.245 / 0.298	hartree
2S+1	1
relative energy (zero: lowest compared OMol25 entry of this formula, charge and spin)	203.15	kJ/mol

Positions of all 11 atoms, in Å:
C 0.47110 1.98337 0.19542
C 0.30040 0.74566 0.67195
N 0.77532 3.04080 -0.31850
N 0.77796 -0.35981 -0.10903
O -2.47942 -1.12684 -0.64477
O -3.02299 1.37501 -0.95710
O -3.11090 0.30282 1.28141
S -2.54631 0.30609 -0.05683
H 0.03157 0.63784 1.73123
H 0.38238 -0.41239 -0.98958
H 0.55057 -1.20221 0.36672

Atomic partial charges in e from the Mulliken method, atoms 1 to 6: 0.712, -0.668, -0.553, -0.560, -0.619, -0.550

***

(3)
Formula: C2H3N2OP
Source: OMol25
Level of theory: ωB97M-V with the def2-TZVPD basis set

Properties
highest occupied orbital energy	-0.303	Ha
calculated total energy	-16434.7200	eV
frontier orbital gap	0.293	hartree
2S+1	1
relative energy (zero: lowest compared OMol25 entry of this formula, charge and spin)	359.59	kJ/mol

Positions of all 9 atoms, in Å:
C 0.83256 0.16651 -0.83900
C 1.35334 -0.84065 0.02856
N -0.31680 0.71967 -0.59998
N -0.94124 0.19708 0.35905
O -2.06197 0.74657 0.91028
P 0.30338 -1.45028 1.20743
H 1.30931 0.75731 -1.55128
H 2.41109 -1.04770 0.14663
H -2.88966 0.75149 0.33830

Atomic partial charges in e from the Mulliken method, atoms 1 to 6: -0.353, -0.136, -0.423, 0.170, -0.425, 0.024

***

(4)
Formula: C2H3N2OP
Source: OMol25
Level of theory: ωB97M-V with the def2-TZVPD basis set

Properties
highest occupied orbital energy (alpha / beta)	-0.383 / -0.353	Ha
calculated total energy	-16434.3575	eV
frontier orbital gap (alpha / beta)	0.347 / 0.307	hartree
2S+1	1
relative energy (zero: lowest compared OMol25 entry of this formula, charge and spin)	394.56	kJ/mol

Positions of all 9 atoms, in Å:
C 2.45763 0.45752 -0.38220
C 0.40801 -0.50783 -0.21572
N 3.01626 -0.59404 -0.14625
N 0.80783 -1.61095 0.09657
O 1.02841 0.59864 -0.47116
P -1.44017 -0.32605 -0.49412
H 3.00882 1.39510 -0.49832
H -1.44527 -1.70080 -0.09531
H -1.33630 -0.65339 -1.90638

Atomic partial charges in e from the Mulliken method, atoms 1 to 6: 0.095, 0.607, -0.380, -0.458, -0.285, -0.131

***

(5)
Formula: C2H3N2P3
Source: OMol25
Level of theory: ωB97M-V with the def2-TZVPD basis set

Properties
highest occupied orbital energy	-0.331	Ha
calculated total energy	-32966.6056	eV
frontier orbital gap	0.290	hartree
2S+1	1
relative energy (zero: lowest compared OMol25 entry of this formula, charge and spin)	126.99	kJ/mol

Positions of all 10 atoms, in Å:
C 0.69803 0.62394 0.62811
C 1.16438 -0.38982 -0.38456
N -1.83851 1.05121 -0.38675
N -1.66018 -1.53805 0.07042
P -0.75098 1.76827 0.45393
P 0.31401 -1.15702 1.05573
P -2.29507 -0.48287 -0.86214
H 1.47482 1.07330 1.24028
H 0.65525 -0.42224 -1.34029
H 2.23825 -0.52671 -0.47472

Atomic partial charges in e from the Mulliken method, atoms 1 to 6: -0.222, -0.664, -0.160, -0.378, 0.111, 0.263

***

(6)
Formula: C2H3N2S2
Source: OMol25
Level of theory: ωB97M-V with the def2-TZVPD basis set

Properties
SMILES	C1=NC=[NH+]SS1
net charge	+1
highest occupied orbital energy	-0.527	Ha
calculated total energy	-26764.0125	eV
frontier orbital gap	0.282	hartree
2S+1	1
relative energy (zero: lowest compared OMol25 entry of this formula, charge and spin)	167.58	kJ/mol

Positions of all 9 atoms, in Å:
C 0.08124 -1.26381 -0.92439
N 0.83731 -0.78188 -0.00797
C 0.75030 0.32929 0.64844
N -0.41762 0.94691 0.86037
S -1.87675 0.63642 0.02062
S -0.89636 -0.17423 -1.83886
H 0.19651 -2.22690 -1.16066
H 1.64412 0.64382 0.97063
H -0.31875 1.89038 1.43184

Atomic partial charges in e from the Mulliken method, atoms 1 to 6: 0.017, -0.327, 0.172, -0.284, 0.148, -0.040

***

(7)
Formula: C2H3N2S2
Source: OMol25
Level of theory: ωB97M-V with the def2-TZVPD basis set

Properties
net charge	+1
highest occupied orbital energy (alpha / beta)	-0.377 / -0.526	Ha
calculated total energy	-26760.4994	eV
expectation value of S²	2.02
frontier orbital gap (alpha / beta)	0.187 / 0.192	hartree
2S+1	3
relative energy (zero: lowest compared OMol25 entry of this formula, charge and spin)	184.29	kJ/mol

Positions of all 9 atoms, in Å:
C -0.22090 0.96443 -1.03066
C 0.47985 -0.50200 1.77178
N -0.50457 -0.06187 1.17505
N -0.01699 -0.24174 -1.32105
S 1.84941 -0.73676 2.40180
S -0.43505 2.45361 -1.05118
H -1.39307 -0.29722 0.91865
H -0.03578 -0.69347 -2.22556
H 0.27710 -0.88499 -0.63883

Atomic partial charges in e from the Mulliken method, atoms 1 to 6: 0.623, 0.573, -0.313, -0.301, 0.006, -0.285

***

(8)
Formula: C2H3N3
Source: OMol25
Level of theory: ωB97M-V with the def2-TZVPD basis set

Properties
highest occupied orbital energy	-0.316	Ha
calculated total energy	-6588.6255	eV
frontier orbital gap	0.345	hartree
2S+1	1
relative energy (zero: lowest compared OMol25 entry of this formula, charge and spin)	381.10	kJ/mol

Positions of all 8 atoms, in Å:
C -2.96047 -0.22379 0.34072
C 0.69916 0.37961 0.11072
N -2.64380 -0.52440 -0.73426
N 3.05842 -0.06764 -0.15190
N 1.85968 0.11025 -0.05655
H -3.22066 0.20694 1.26046
H -0.28696 0.14743 0.30260
H 3.49463 -0.02840 -1.07178

Atomic partial charges in e from the Mulliken method, atoms 1 to 6: 0.091, 0.116, -0.362, -0.947, 0.528, 0.290

***

Among the records above, which one has the highest calculated total energy?
C2H3N3

***

Which value of relative energy (zero: lowest compared OMol25 entry of this formula, charge and spin) does entry 8 give?
381.10 kJ/mol